{
  "formula": "C5H11N3",
  "method": "ωB97M-V/def2-TZVPD",
  "de_lowest_kcal_mol": 167.1,
  "lumo_energy_ev": -10.2,
  "e_tot_ev": -9810.698,
  "total_charge": 2,
  "fmax_ha_per_bohr": 0.1065,
  "orbital_gap_ev": 10.20,
  "elements": ["N", "N", "N", "C", "C", "C", "C", "C", "H", "H", "H", "H", "H", "H", "H", "H", "H", "H", "H"],
  "coordinates": [[-0.44336, -0.68299, -0.53303], [-0.40022, -1.95445, -0.15648], [1.03073, -1.07654, 1.33992], [0.27800, -2.21361, 0.84918], [0.83069, 0.07712, 0.86120], [-1.77446, -0.20505, -0.11570], [1.15318, 1.41100, 1.08678], [0.08099, -0.19994, -1.85088], [-2.39291, -1.04268, 0.38261], [0.61714, 1.68879, 1.93041], [1.54491, -1.18300, 2.15264], [2.12924, 1.38276, 1.41401], [-1.74558, 0.65637, 0.59071], [-0.74249, 0.05028, -2.62697], [-2.21101, 0.04894, -1.00016], [0.78555, 2.01247, 0.30283], [0.58577, 0.80979, -1.64319], [0.27978, -3.25159, 1.28797], [0.68706, -1.03055, -2.12498]],
  "forces_ev_per_a": [[1.4, 3.2, 3.0], [0.2, -1.6, -1.2], [-1.0, 0.7, -0.7], [0.2, -1.6, 0.1], [-2.9, -3.9, -2.6], [-1.2, -0.4, 3.2], [-1.0, -0.7, -0.8], [-1.0, 1.7, -0.5], [1.2, 1.3, -0.9], [-1.4, 0.7, 2.1], [1.7, -0.6, 2.3], [2.8, 0.9, 0.2], [0.2, -0.5, -0.7], [1.1, -0.9, 1.5], [-1.8, 1.0, -2.2], [0.4, 1.2, -1.1], [-0.4, -1.8, -0.5], [0.4, 1.4, -0.1], [1.0, 0.0, -1.0]],
  "nbo_charge": [-0.0583, -0.1331, -0.5259, 0.2797, 0.7172, -0.4379, -0.7684, -0.4236, 0.2866, 0.3362, 0.4739, 0.3240, 0.2497, 0.2935, 0.2497, 0.3073, 0.2501, 0.3200, 0.2594]
}